Molecular formula: C63H133N7O7
Method: DFT, ωB97M-V with the def2-TZVPD basis set

```
210
Properties=species:S:1:pos:R:3
O 6.05 16.83 5.08
O 13.03 17.49 8.45
O 7.62 10.12 11.23
O 13.39 20.78 9.78
O 18.80 17.40 9.15
O 8.76 18.42 13.54
O 13.54 11.57 2.00
N 14.47 12.23 1.20
N 6.69 17.87 5.77
N 8.78 9.50 10.70
N 13.37 16.13 8.45
N 8.39 17.16 14.07
N 18.13 18.02 8.07
N 12.66 21.40 10.82
C 9.07 14.88 14.65
C 14.03 14.07 7.23
C 6.56 16.99 12.37
C 8.93 11.11 8.81
C 9.95 9.80 11.57
C 6.12 17.78 14.73
C 18.11 18.68 5.73
C 7.44 16.41 7.70
C 11.89 20.42 11.61
C 11.82 22.21 13.44
C 6.66 15.43 14.34
C 12.75 19.39 12.36
C 8.99 17.36 4.87
C 16.22 18.54 9.52
C 18.12 20.21 9.20
C 16.88 13.23 -0.07
C 9.46 16.19 13.99
C 13.91 23.47 10.47
C 15.26 13.21 1.92
C 13.84 11.00 -0.76
C 12.95 13.33 7.98
C 13.18 15.82 10.82
C 7.50 18.93 3.69
C 7.21 18.92 7.87
C 14.80 21.82 12.10
C 10.15 11.30 11.69
C 16.11 12.64 3.06
C 11.45 9.32 9.52
C 11.01 21.29 12.54
C 17.27 19.91 6.10
C 12.70 23.10 12.64
C 13.49 22.42 11.50
C 18.96 18.13 6.87
C 10.68 16.70 14.82
C 10.02 15.93 12.58
C 13.70 15.56 7.13
C 20.25 18.97 7.05
C 14.31 14.26 2.56
C 16.15 14.05 0.98
C 8.89 9.62 9.24
C 15.03 11.42 0.11
C 11.10 15.66 9.35
C 10.89 19.64 10.73
C 5.20 17.53 7.67
C 7.74 14.33 14.12
C 7.70 8.99 8.55
C 12.88 13.89 9.39
C 17.25 19.13 8.55
C 6.98 16.85 13.85
C 16.45 19.67 7.38
C 8.39 19.62 5.84
C 7.86 18.40 5.09
C 15.87 12.35 -0.80
C 15.85 10.22 0.57
C 8.55 19.38 7.34
C 11.16 9.08 10.98
C 10.15 8.89 8.79
C 12.58 15.38 9.45
C 19.39 16.71 6.48
C 6.67 17.64 7.23
C 14.96 16.30 6.66
C 12.62 15.87 6.08
C 9.70 9.15 12.94
H 16.22 20.70 7.67
H 16.70 18.03 10.36
H 14.49 24.28 10.92
H 21.04 18.52 6.45
H 6.22 18.83 14.47
H 15.74 16.35 7.42
H 13.30 12.29 8.02
H 20.51 18.91 8.10
H 7.77 9.15 7.47
H 8.08 11.58 9.32
H 15.57 17.80 9.06
H 14.79 15.11 3.04
H 11.47 19.14 9.95
H 13.63 13.81 3.29
H 12.85 15.07 11.56
H 5.85 15.01 13.72
H 15.09 12.97 -1.25
H 12.67 11.95 1.80
H 15.57 14.81 0.44
H 7.82 14.22 13.04
H 10.86 16.72 9.51
H 15.00 13.90 7.71
H 10.32 8.99 7.71
H 8.30 19.13 2.98
H 10.04 7.82 8.98
H 13.72 14.76 1.79
H 18.76 20.74 8.50
H 18.23 16.66 9.34
H 7.06 15.45 7.35
H 15.92 9.57 -0.30
H 17.39 20.87 9.66
H 11.63 15.52 6.39
H 17.67 12.60 0.36
H 17.38 13.91 -0.75
H 15.30 22.56 12.71
H 16.92 12.03 2.65
H 9.34 18.67 7.61
H 7.75 20.48 5.69
H 10.73 15.53 8.33
H 7.60 16.50 8.77
H 9.26 11.93 11.64
H 14.25 10.77 -1.75
H 7.03 16.18 11.80
H 5.48 16.96 12.21
H 15.46 21.50 11.29
H 12.79 15.25 5.20
H 11.54 16.05 14.66
H 8.85 9.65 13.41
H 6.95 17.91 11.95
H 8.72 18.98 14.33
H 18.81 19.78 9.92
H 5.06 17.33 8.73
H 12.07 13.38 9.94
H 5.10 17.46 14.54
H 16.57 20.01 5.26
H 12.01 9.38 11.61
H 15.54 19.26 9.98
H 10.25 20.69 13.04
H 15.54 19.13 7.13
H 4.67 18.47 7.50
H 8.88 20.30 7.83
H 17.84 20.84 6.06
H 11.08 7.99 11.11
H 15.24 9.66 1.29
H 11.09 22.73 14.07
H 17.48 17.86 5.38
H 13.07 19.69 13.35
H 12.26 8.70 9.13
H 14.75 17.34 6.43
H 9.85 11.63 9.08
H 6.95 19.87 3.78
H 18.77 18.96 4.91
H 13.75 13.54 9.96
H 20.09 16.27 7.19
H 6.56 16.01 5.22
H 12.38 21.50 14.06
H 12.15 18.50 12.59
H 9.34 8.12 12.86
H 19.83 16.76 5.48
H 10.17 20.29 10.23
H 6.83 18.20 3.21
H 7.53 7.93 8.77
H 14.12 13.72 6.20
H 12.00 13.27 7.44
H 6.50 19.75 7.79
H 13.02 21.23 9.01
H 9.83 14.10 14.55
H 16.60 13.45 3.61
H 10.45 15.07 10.00
H 7.38 13.41 14.59
H 12.21 23.99 12.21
H 11.69 10.36 9.31
H 13.43 23.60 13.29
H 10.95 17.69 14.44
H 9.40 19.91 5.52
H 7.32 18.80 8.96
H 9.81 17.52 5.58
H 14.58 20.93 12.69
H 8.77 11.24 7.74
H 8.42 16.48 7.21
H 9.00 14.97 15.74
H 10.92 11.71 11.03
H 6.39 17.67 15.78
H 10.52 14.97 12.49
H 14.41 23.05 9.60
H 18.53 16.03 6.37
H 15.46 12.05 3.71
H 13.20 11.85 -1.02
H 6.75 9.43 8.88
H 10.68 16.75 12.27
H 16.34 11.84 -1.64
H 16.79 10.56 0.99
H 10.34 16.82 15.85
H 10.56 11.54 12.68
H 16.88 14.56 1.61
H 10.63 9.07 13.51
H 14.26 15.88 10.76
H 8.58 16.36 5.01
H 10.41 18.86 11.33
H 9.44 17.43 3.88
H 9.18 15.91 11.88
H 7.06 9.37 11.46
H 6.23 15.33 15.34
H 13.60 19.03 11.78
H 4.64 16.75 7.15
H 15.43 15.84 5.79
H 10.34 21.88 11.91
H 20.16 19.97 6.62
H 12.99 23.98 10.14
H 12.79 16.76 11.22
H 12.50 16.95 5.99
H 13.26 10.14 -0.43
H 13.87 17.91 8.69
```

HOMO level: -8.05 eV
strongest force on any atom: 0.0467 Eh/bohr
molar mass: 1100.8 g/mol
multiplicity: 1
total energy: -92242.540 eV
SMILES: CC1(C)CCCC(C)(C)N1O.CC1(C)CCCC(C)(C)N1O.CC1(C)CCCC(C)(C)N1O.CC1(C)CCCC(C)(C)N1O.CC1(C)CCCC(C)(C)N1O.CC1(C)CCCC(C)(C)N1O.CC1(C)CCCC(C)(C)N1O
energy above the lowest of the compared OMol25 structures with the same formula, charge and spin: 1.859 eV